1.
The following is a quantum chemistry calculation of a molecular structure, C4H12ClCrI2NOP, from the Open Molecules 2025 dataset.

Each line ends with the natural charge from an NBO analysis.
Cartesian coordinates (Å):
I1 2.102 -2.851 0.507  0.48
I2 -1.500 -2.885 0.984  0.13
Cr1 0.238 -1.052 1.071  0.17
P1 -0.047 0.330 -0.879  1.31
C1 -1.596 0.700 -1.689  -0.96
C2 0.829 1.928 -0.999  -0.98
H1 1.934 -0.775 -1.694  0.28
H2 0.793 -0.186 -2.945  0.29
H3 0.434 -1.688 -2.081  0.27
C3 0.883 -0.701 -1.980  -1.00
H4 1.829 1.899 -0.523  0.29
H5 0.989 2.211 -2.061  0.29
H6 -1.354 0.981 -2.722  0.30
H7 -2.020 1.547 -1.132  0.28
H8 0.201 2.735 -0.574  0.27
H9 -2.115 -0.258 -1.619  0.26
C4 -1.486 0.195 1.276  0.60
O1 -2.652 0.274 1.436  -0.34
Cl1 1.880 0.490 1.476  -0.31
N1 0.186 -0.749 3.286  -0.94
H10 1.148 -0.697 3.666  0.45
H11 -0.378 -1.547 3.605  0.42
H12 -0.300 0.097 3.590  0.42

Results
- E (a.u.) = -2730.3731
- relative energy (zero: lowest compared OMol25 entry of this formula, charge and spin) (eV) = 1.0506
- max |F| (hartree/bohr) = 0.136
- LUMO level (alpha / beta) (eV) = -10.99 / -11.12
- 2S+1 = 4
- net charge = +2
- gap between HOMO and LUMO (alpha / beta) (eV) = 6.26 / 5.92

---

2.
The following is a quantum chemistry calculation of a molecular structure, C15H33AsCoN6O5Si2, from the Open Molecules 2025 dataset.

Each line ends with the Löwdin charge.
Cartesian coordinates (Å):
Co1 0.370 1.550 -0.351  0.39
O1 0.719 -2.852 1.469  0.04
C1 0.622 -1.571 0.882  -0.68
O2 1.792 -1.311 0.173  -0.40
C2 -0.583 -1.591 -0.052  -0.09
O3 -0.825 -0.338 -0.699  -0.18
C3 -2.146 0.194 -0.464  -0.09
C4 -2.181 1.127 0.752  -0.64
O4 -3.144 1.083 1.498  0.04
O5 -1.168 1.926 0.823  -0.12
H1 1.276 -3.382 0.885  0.11
H2 -1.449 -1.890 0.541  0.14
H3 -0.401 -2.339 -0.825  0.14
H4 -2.867 -0.612 -0.356  0.13
H5 -2.389 0.782 -1.349  0.13
C5 0.862 4.870 0.738  -0.05
N1 1.172 4.512 -0.639  -0.20
C6 2.054 5.393 -1.388  -0.05
C7 0.984 3.255 -1.052  -0.43
N2 1.016 2.425 -1.941  0.07
H6 0.352 5.834 0.758  0.09
H7 1.771 4.944 1.344  0.09
H8 0.207 4.114 1.164  0.07
H9 1.650 6.405 -1.392  0.08
H10 2.128 5.039 -2.414  0.09
H11 3.055 5.418 -0.947  0.09
N3 -2.829 -1.251 5.329  0.11
C8 -1.587 -1.393 4.728  -0.48
N4 -0.649 -2.198 5.360  0.13
N5 -1.338 -0.784 3.591  0.19
C9 -0.399 -0.696 2.799  -0.14
N6 0.476 -0.580 1.933  0.12
H12 -2.806 -1.185 6.336  0.09
H13 -3.374 -0.515 4.908  0.09
H14 -1.061 -2.935 5.916  0.09
H15 0.042 -2.570 4.722  0.09
C10 4.638 1.532 -2.152  -0.21
Si1 3.801 -0.052 -1.643  0.34
C11 5.057 -1.393 -1.318  -0.21
C12 2.570 -0.630 -2.909  -0.21
As1 2.509 0.417 0.290  1.10
Si2 3.919 0.124 2.166  0.33
C13 5.479 1.079 1.781  -0.22
C14 4.267 -1.683 2.405  -0.19
C15 3.094 0.841 3.668  -0.22
H16 5.299 1.365 -3.009  0.04
H17 5.238 1.951 -1.337  0.02
H18 3.877 2.265 -2.437  0.01
H19 5.535 -1.686 -2.258  0.04
H20 4.563 -2.275 -0.898  0.03
H21 5.837 -1.071 -0.623  0.02
H22 3.019 -0.693 -3.903  0.04
H23 1.729 0.065 -2.950  0.01
H24 2.192 -1.616 -2.629  0.03
H25 6.005 0.646 0.926  0.01
H26 6.159 1.078 2.638  0.03
H27 5.245 2.121 1.540  0.03
H28 4.742 -2.117 1.522  0.02
H29 3.331 -2.219 2.587  0.03
H30 4.928 -1.828 3.264  0.04
H31 2.738 1.856 3.470  0.03
H32 3.792 0.878 4.510  0.03
H33 2.230 0.240 3.956  0.01

Results
- E (a.u.) = -5493.6251
- relative energy (zero: lowest compared OMol25 entry of this formula, charge and spin) (eV) = 0.0000
- max |F| (hartree/bohr) = 0.013
- LUMO level (alpha / beta) (eV) = 0.41 / 0.35
- 2S+1 = 4
- net charge = 0
- gap between HOMO and LUMO (alpha / beta) (eV) = 5.94 / 8.05

---

3.
The following is a quantum chemistry calculation of a single C5H7NO2S molecule, from the Open Molecules 2025 dataset.

Each line ends with the natural charge from an NBO analysis.
Cartesian coordinates (Å):
C1 0.035 -2.153 1.421  -0.66
C2 1.038 -1.204 0.909  -0.07
C3 0.946 -0.166 0.117  -0.27
C4 1.862 0.727 -0.338  0.21
N1 2.611 1.491 -0.699  -0.27
S1 -0.987 0.590 -0.343  2.04
C5 -0.912 1.983 -1.582  -0.79
O1 -1.714 -0.440 -1.029  -0.92
O2 -1.457 1.233 0.862  -0.92
H1 -0.493 -2.785 0.714  0.25
H2 0.495 -2.793 2.082  0.22
H3 -0.666 -1.570 1.989  0.24
H4 2.023 -1.500 1.193  0.22
H5 -1.757 2.503 -1.319  0.24
H6 -0.033 2.574 -1.447  0.25
H7 -0.991 1.511 -2.528  0.24

Results
- E (a.u.) = -798.0423
- relative energy (zero: lowest compared OMol25 entry of this formula, charge and spin) (eV) = 2.7114
- max |F| (hartree/bohr) = 0.092
- LUMO level (eV) = -0.04
- net charge = 0
- gap between HOMO and LUMO (eV) = 10.28
- SMILES = C/C=C(/C#N)S(C)(=O)=O

---

4.
The following is a quantum chemistry calculation of a molecular structure, C24H20ClF3N2O5, from the Open Molecules 2025 dataset.

Each line ends with the natural charge from an NBO analysis.
Cartesian coordinates (Å):
C1 1.928 -2.707 -5.123  -0.22
H1 0.928 -2.998 -5.461  0.17
H2 2.478 -3.433 -4.886  0.17
H3 2.290 -1.946 -5.934  0.18
O1 1.711 -1.774 -4.177  -0.51
C2 1.280 -2.650 -3.019  0.80
O2 1.111 -3.890 -3.047  -0.53
C3 1.003 -1.740 -1.832  -0.29
C4 2.017 -0.833 -1.643  -0.17
C5 2.240 -0.083 -0.371  0.12
C6 1.202 -0.593 0.739  -0.17
C7 0.182 -1.424 0.397  -0.29
C8 0.200 -1.854 -0.886  0.30
N1 -0.966 -2.889 -0.888  -0.48
C9 -1.722 -3.404 0.030  -0.22
H4 -0.897 -3.684 0.998  0.18
C10 -1.941 -4.787 -0.375  -0.01
O3 -2.788 -4.838 -1.519  -0.53
C11 -2.289 -4.118 -2.483  -0.01
C12 -1.695 -2.872 -2.091  -0.27
H5 -1.245 -2.272 -3.052  0.22
H6 -2.607 -2.384 -1.885  0.16
H7 -2.889 -4.236 -3.340  0.21
H8 -1.194 -4.925 -2.727  0.05
H9 -3.002 -5.297 0.349  0.17
H10 -1.227 -5.412 -0.479  0.18
H11 -2.399 -2.784 0.312  0.18
H12 -0.510 -1.566 1.374  0.27
H13 1.560 -0.077 1.629  0.23
N2 3.300 0.832 -0.177  -0.61
C13 3.034 2.027 0.396  0.66
O4 4.053 2.821 0.357  -0.60
C14 1.795 2.452 0.928  -0.26
C15 0.718 2.661 0.101  0.23
O5 -0.271 3.108 0.943  -0.42
C16 0.089 3.199 2.366  0.26
C17 1.423 3.004 2.115  -0.13
H14 2.413 2.805 3.149  0.21
C18 -0.651 3.805 3.274  -0.18
C19 -0.457 3.452 4.662  -0.11
C20 -1.093 4.247 5.671  -0.23
C21 -2.205 4.774 5.234  -0.16
C22 -2.486 5.158 3.733  -0.19
C23 -1.585 4.654 2.783  -0.21
H15 -1.972 4.728 1.731  0.26
H16 -3.327 5.993 3.542  0.24
H17 -2.838 5.577 5.918  0.21
H18 -0.937 4.203 6.650  0.22
Cl1 0.701 2.645 5.197  0.19
C24 0.247 2.207 -1.258  0.98
F1 -0.545 3.375 -1.729  -0.42
F2 1.268 2.250 -2.012  -0.28
F3 -0.584 1.400 -1.294  -0.22
H19 4.223 0.681 -0.644  0.44
H20 2.929 -0.585 -2.247  0.23

Results
- E (a.u.) = -2171.3638
- relative energy (zero: lowest compared OMol25 entry of this formula, charge and spin) (eV) = 19.8739
- max |F| (hartree/bohr) = 0.276
- LUMO level (eV) = -0.48
- net charge = 0
- gap between HOMO and LUMO (eV) = 7.59

---

5.
The following is a quantum chemistry calculation of a single C3H2FNO molecule, from the Open Molecules 2025 dataset.

Each line ends with the natural charge from an NBO analysis.
Cartesian coordinates (Å):
C1 -0.730 1.155 0.000  -0.28
C2 1.293 -1.433 0.248  0.09
C3 -1.774 0.359 0.186  0.43
N1 0.616 0.845 -0.019  -0.06
O1 1.179 -0.266 -0.163  -0.23
F1 -1.866 -0.922 -0.158  -0.30
H1 -0.847 2.219 0.123  0.24
H2 2.127 -1.957 -0.217  0.12

Results
- E (a.u.) = -345.0024
- relative energy (zero: lowest compared OMol25 entry of this formula, charge and spin) (eV) = 9.5138
- max |F| (hartree/bohr) = 0.089
- LUMO level (alpha / beta) (eV) = -1.50 / -1.35
- net charge = 0
- gap between HOMO and LUMO (alpha / beta) (eV) = 7.18 / 7.21

---

6.
The following is a quantum chemistry calculation of a molecular structure, C14H5Cl6F3NO2PbS, from the Open Molecules 2025 dataset.

Each line ends with the natural charge from an NBO analysis.
Cartesian coordinates (Å):
Pb1 0.914 -0.409 -2.158  1.31
F1 -4.372 3.555 0.524  -0.31
C1 -3.888 2.618 -0.300  0.97
F2 -4.344 2.884 -1.530  -0.30
F3 -4.398 1.445 0.090  -0.31
C2 -2.373 2.614 -0.273  -0.12
C3 -1.702 3.654 0.353  -0.14
C4 -0.319 3.642 0.391  -0.19
C5 0.361 2.576 -0.193  0.06
N1 -0.272 1.596 -0.816  -0.48
C6 -1.622 1.600 -0.890  -0.01
S1 -2.318 0.340 -1.833  0.21
H1 -2.261 4.456 0.814  0.26
H2 0.234 4.435 0.874  0.25
H3 1.442 2.498 -0.162  0.25
Cl1 -0.127 -3.566 -2.672  0.10
C7 -0.161 -3.268 -0.976  -0.06
C8 0.147 -2.028 -0.497  -0.40
C9 0.137 -1.910 0.905  0.05
Cl2 0.656 -0.483 1.615  0.21
C10 -0.270 -2.976 1.804  -0.06
Cl3 -0.333 -2.709 3.471  0.17
C11 -0.587 -4.205 1.275  -0.12
Cl4 -1.051 -5.502 2.279  0.13
C12 -0.525 -4.377 -0.126  0.03
Cl5 -0.903 -5.859 -0.799  0.24
Cl6 4.253 0.892 1.577  -0.04
C13 4.571 -0.041 0.089  -0.47
C14 3.288 -0.290 -0.681  0.77
O1 2.522 0.704 -0.906  -0.80
O2 3.027 -1.436 -1.088  -0.70
H4 5.018 -0.991 0.362  0.24
H5 5.257 0.541 -0.522  0.25

Results
- E (a.u.) = -4393.2572
- relative energy (zero: lowest compared OMol25 entry of this formula, charge and spin) (eV) = 0.0000
- max |F| (hartree/bohr) = 0.007
- LUMO level (alpha / beta) (eV) = -7.41 / -6.10
- net charge = +1
- gap between HOMO and LUMO (alpha / beta) (eV) = 5.17 / 6.37